Arrangement one

Formula: C32H88N8O8
Source: OMol25
Level of theory: the ωB97M-V functional and the def2-TZVPD basis

## Properties
Structure (SMILES) = COC[C@H](C)N.COC[C@H](C)N.COC[C@H](C)N.COC[C@H](C)N.COC[C@H](C)N.COC[C@H](C)N.COC[C@H](C)N.COC[C@H](C)N
2S+1 = 1

Element x y z (Å)
H -6.771 0.112 -5.146
O 1.154 0.493 1.011
N -4.390 -6.370 -0.114
H 2.449 4.506 0.178
H 2.346 -1.226 1.215
O -6.520 -0.638 -2.656
C -1.019 0.643 -0.210
O -3.154 -3.726 2.031
H -3.370 -4.476 -1.640
H 6.279 2.578 3.385
H 0.280 -3.531 0.071
C 9.029 3.057 2.269
C -1.470 1.732 0.704
H -1.884 1.290 1.610
O 8.548 1.686 2.334
H -5.737 0.638 -1.171
H -3.379 -5.785 2.446
H -2.154 2.310 0.084
H -2.553 -3.497 -0.274
H -4.418 -6.237 -1.115
H -1.794 -1.210 -0.396
H 4.960 -2.363 3.552
C -5.648 6.279 2.006
H 2.745 -2.854 -1.710
H 2.851 0.060 2.406
H -4.844 -4.840 1.884
C -3.563 -3.111 3.283
C -3.772 -5.011 1.787
C -8.188 5.966 2.053
H -10.245 -0.239 -4.904
H -4.635 -2.946 3.173
H 4.420 1.439 0.481
O -4.394 5.645 2.127
H -10.208 0.599 -3.584
C 7.653 1.289 1.262
O 3.029 2.702 -0.388
H 2.577 3.557 1.545
H 2.359 0.296 -2.662
H -5.291 -5.939 0.034
H 1.332 -4.819 -0.508
C 6.802 -2.940 1.986
H 4.958 -0.645 3.500
C -5.656 -0.392 -1.519
H 7.461 -2.235 0.117
H 6.034 -3.641 1.661
H -8.295 5.933 0.969
H 9.134 3.381 1.234
O 6.332 -1.702 2.160
H -8.421 -1.632 -3.927
H -4.637 -0.612 -1.839
H 6.271 -1.557 4.244
H -2.516 -6.079 0.420
C 0.085 -0.169 0.472
H 1.338 -4.085 -2.808
H 8.276 3.683 2.747
N -2.071 -0.269 -0.640
N 9.048 -1.961 1.440
H 8.911 -4.725 1.209
H -0.739 2.478 1.015
H -5.720 6.682 0.996
C -0.940 -1.383 -4.650
H -5.866 -1.095 -0.713
H -3.511 5.370 0.247
C 5.612 -1.508 3.377
H -8.139 -0.409 -6.051
H 1.801 -1.790 -2.605
H 5.534 1.107 3.038
H 7.317 -3.220 2.904
H -0.453 -0.655 1.286
H -1.696 -0.901 -4.030
C -3.429 -5.484 0.405
H 1.428 -0.759 2.673
H -3.624 -3.744 4.168
H 1.764 2.817 -1.994
N 5.222 2.009 -2.304
H -6.741 4.399 2.042
H 9.496 -1.569 0.624
C -6.833 5.403 2.457
H -3.070 -2.154 3.452
C 6.249 1.960 1.282
H 3.598 0.138 -1.511
N 1.868 -2.357 -1.772
H -2.829 -0.199 0.024
H 1.129 3.371 0.502
H -0.578 -0.500 -5.177
N -9.921 -0.298 -3.949
C 2.034 -0.393 1.844
H 4.693 2.742 2.620
H 0.447 -1.009 -0.122
N 5.370 1.097 0.498
C 0.574 -4.098 -0.812
H 6.378 2.908 0.760
H -0.653 1.085 -1.137
C 2.830 2.884 -1.774
H -4.173 -3.532 -0.481
H 7.431 0.236 1.435
H 8.576 -1.165 1.842
C 3.811 1.946 -2.651
H 9.888 3.165 2.932
C 0.916 -3.374 -2.098
H -4.649 4.084 0.815
H -0.881 -2.249 -2.088
H -8.370 -0.294 -1.730
H 5.484 2.973 -2.148
C 7.950 -2.774 0.928
H -9.066 5.476 2.473
C 2.212 3.499 0.520
H -7.768 1.024 -2.360
H 8.123 1.366 0.282
H -0.353 -4.669 -0.872
H -0.862 -3.514 -3.302
H 5.316 1.448 -1.470
H -7.406 6.006 4.214
H -5.549 7.211 2.563
H -8.136 1.110 -5.118
H -8.263 7.036 2.245
N -6.906 5.190 3.890
H -5.946 5.241 4.197
C 5.594 2.130 2.666
H 3.710 2.230 -3.698
C -0.247 -2.757 -2.815
C -3.321 -4.205 -0.585
C 3.437 0.420 -2.552
H 5.304 0.207 0.972
C -7.803 -0.033 -2.623
H 7.599 -4.663 -0.018
C 8.456 -4.141 0.409
H 3.096 3.932 -1.917
H -3.046 4.189 1.432
C -3.883 4.804 1.101
H -1.322 -2.109 -5.368
C -7.859 0.056 -5.106
H 9.139 -4.080 -0.438
O 0.163 -1.872 -3.858
H 3.820 -0.331 -3.242
C -8.486 -0.546 -3.870

=====

Arrangement two

Formula: C32H88N8O8
Source: OMol25
Level of theory: the ωB97M-V functional and the def2-TZVPD basis

## Properties
Structure (SMILES) = COC[C@H](C)N.COC[C@H](C)N.COC[C@H](C)N.COC[C@H](C)N.COC[C@H](C)N.COC[C@H](C)N.COC[C@H](C)N.COC[C@H](C)N
2S+1 = 1

Element x y z (Å)
H -1.443 0.725 -0.387
H -3.691 -2.588 4.644
C -1.035 -2.080 2.855
H 2.617 6.564 -0.970
H -6.989 1.062 0.311
H -1.213 -2.915 2.184
H -1.996 0.659 7.214
H -3.280 3.450 6.169
H 1.523 -7.818 -7.157
C 0.587 0.146 -0.716
H 3.270 -6.802 -5.060
H 5.451 -8.091 -5.083
H 0.053 -1.953 2.917
N -0.488 0.991 -0.185
H -0.823 -1.419 -0.640
H 4.113 -8.488 0.472
H -5.855 3.414 6.060
H 1.341 3.887 -1.933
H -4.688 -1.908 -3.314
H -5.876 -0.762 -3.758
H 0.475 -6.015 -5.767
C 0.255 -1.331 -0.476
O 0.899 -2.013 -1.562
C 1.746 5.563 1.961
C -4.975 -0.868 -3.142
H -2.974 2.962 1.553
H -5.354 1.383 -1.534
H 4.566 7.322 -3.178
N -6.930 -1.027 0.350
H 1.124 6.321 -1.799
H 0.761 6.042 1.996
C 2.391 7.542 -2.906
N 2.361 -7.880 -6.586
H -1.363 -2.895 4.803
H 3.994 8.990 -3.441
C -6.267 0.268 0.109
N -3.155 -2.539 3.776
H 5.160 -9.803 -4.577
H 2.572 4.055 -0.716
H -6.417 -1.661 -0.270
H 1.822 1.214 0.699
H 5.621 -7.180 -2.258
H 3.739 4.329 2.800
C -3.861 3.903 5.362
H 4.035 8.373 -1.834
H -3.513 4.330 3.235
H 3.472 -4.686 -6.324
H -3.584 -1.721 3.341
H 2.383 6.436 4.522
C 3.837 8.073 -2.872
O 4.326 -8.411 -3.325
H -6.834 0.400 -1.947
H -4.873 1.504 0.908
O 2.777 5.189 -2.473
H 1.404 7.593 3.783
H 3.630 -5.857 -7.507
O -2.679 -0.879 6.036
C 1.312 -6.175 -5.066
C 1.935 0.710 -0.261
H -0.728 -7.597 -2.902
C 2.889 -5.476 -6.795
N 4.145 -7.508 0.201
H -0.434 1.974 -0.417
H 6.326 -8.844 -3.755
H 3.211 7.943 3.990
H -1.909 0.098 4.361
C 2.546 -6.625 -5.859
H 1.450 7.878 1.421
H 2.854 8.665 1.404
H 1.486 -3.909 -1.770
C -5.047 0.424 0.992
C 0.549 -3.401 -1.547
H 2.049 -5.150 -7.406
H -2.265 1.405 1.922
H -0.264 -3.580 -2.254
C -5.888 0.437 -1.396
H -3.317 1.001 5.975
C -2.376 2.420 2.295
H 0.239 -3.707 -0.544
C 2.734 6.665 2.353
H 0.472 0.382 -1.780
H 2.541 -5.647 -1.035
H -4.874 2.032 5.541
H -3.665 0.187 7.520
H 1.820 5.309 0.899
C 3.685 -7.445 -1.210
C -0.408 -6.827 -3.599
H -7.816 -1.028 -0.159
C -2.922 0.322 6.738
H 2.240 1.402 -1.043
H 2.840 3.097 -2.221
H 3.770 6.368 2.184
H 1.532 -5.185 -4.632
O 0.895 -7.028 -4.046
C 2.211 6.370 -1.970
H -0.799 -0.668 5.399
H -1.382 2.885 2.291
H 1.519 9.400 -3.340
H -0.492 -5.841 -3.121
O -2.820 2.479 3.630
H 4.182 -5.307 -1.337
N 2.455 7.740 1.400
H -4.119 -0.056 0.675
H -4.186 -0.176 -3.459
H 2.240 -8.710 -6.021
C 2.878 3.655 2.795
C 3.396 -6.009 -1.614
N -4.226 5.285 5.668
H 1.611 8.883 -1.737
H -5.018 5.446 5.045
H 2.974 3.035 1.897
C -1.798 -0.824 4.952
H -2.034 4.333 4.160
H -1.154 -6.788 -4.404
C -3.000 3.825 4.065
O 1.716 4.456 2.829
C 5.349 -8.782 -4.246
H -5.130 0.189 2.052
C -1.781 -2.105 4.174
H 2.782 -8.046 -1.335
H 2.678 -0.078 -0.141
O -5.118 -0.686 -1.757
H 3.354 -7.097 0.697
C 4.864 -7.948 -2.075
H 3.143 -6.070 -2.672
H 2.933 2.993 3.656
C 2.428 4.009 -1.799
C 2.430 7.224 3.762
H -1.273 -1.162 2.301
C -5.149 3.059 5.312
H -3.537 5.942 5.307
N 1.431 8.626 -2.704
H 5.410 -8.813 -1.681
H 2.326 7.213 -3.950
H -5.616 3.118 4.327
H 0.572 -1.684 0.506

=====

Arrangement three

Formula: C32H88N8O8
Source: OMol25
Level of theory: the ωB97M-V functional and the def2-TZVPD basis

## Properties
Structure (SMILES) = COC[C@H](C)N.COC[C@H](C)N.COC[C@H](C)N.COC[C@H](C)N.COC[C@H](C)N.COC[C@H](C)N.COC[C@H](C)N.COC[C@H](C)N
2S+1 = 1

Element x y z (Å)
H 15.751 -16.563 -4.693
N 14.978 -15.934 -4.856
C 12.224 -16.641 -2.405
H 15.911 -15.704 -10.418
C 16.457 -12.832 -2.948
H 13.789 -20.609 0.660
N 10.592 -19.653 -5.258
H 13.253 -14.039 -6.043
H 18.927 -10.732 -5.477
H 15.168 -21.054 -3.173
H 17.841 -9.498 -5.029
C 10.232 -18.832 -6.391
H 17.022 -14.749 -9.508
H 10.952 -20.666 -9.147
O 18.470 -10.605 -9.669
C 12.568 -19.249 -2.118
C 14.327 -16.305 -13.016
C 12.382 -13.273 -9.631
H 11.528 -19.146 -1.806
H 19.515 -9.592 -4.339
N 13.573 -18.225 -14.330
H 20.127 -11.173 -8.414
H 12.351 -16.498 -1.332
H 17.559 -14.585 -3.428
C 12.447 -17.967 -12.295
H 13.027 -18.785 -11.867
C 16.241 -19.303 -3.964
H 16.791 -21.214 -2.983
H 13.345 -13.720 -9.878
H 14.552 -10.846 -12.637
H 14.472 -16.916 -6.558
H 14.489 -12.943 -3.746
H 18.486 -13.401 -2.489
O 15.288 -15.430 -8.442
H 13.135 -14.156 -13.732
H 14.780 -11.842 -10.156
H 16.105 -14.058 -13.254
N 15.293 -13.513 -3.525
N 15.657 -9.399 -10.394
H 15.966 -14.134 -14.984
C 14.612 -15.889 -6.221
H 18.415 -19.055 -3.650
H 16.920 -16.501 -9.286
H 12.705 -15.768 -2.848
O 14.754 -15.598 -14.189
H 16.163 -11.100 -4.243
H 12.193 -18.064 -6.911
H 9.330 -16.826 -6.517
H 11.412 -11.405 -12.096
H 12.366 -16.604 -13.916
C 12.985 -17.920 -2.833
C 15.822 -11.729 -9.856
O 13.399 -19.365 -0.971
C 9.845 -17.463 -5.798
H 17.069 -20.413 -5.432
H 17.219 -14.269 -1.624
O 11.553 -12.814 -10.675
H 19.080 -16.152 -3.838
H 14.102 -15.687 -12.146
C 13.328 -15.080 -6.355
H 10.763 -16.977 -5.468
O 18.057 -10.955 -3.584
H 20.196 -9.529 -8.974
H 11.156 -18.111 -8.265
H 17.239 -12.321 -4.925
H 17.740 -9.061 -8.611
N 12.521 -13.408 -13.445
H 15.593 -8.425 -10.134
C 17.513 -13.879 -2.599
H 20.471 -10.868 -10.072
H 12.397 -12.448 -8.919
H 18.744 -16.006 -5.554
H 16.288 -12.282 -2.023
H 14.079 -17.790 -15.088
H 12.207 -17.335 -11.440
H 13.979 -13.051 -11.918
C 13.252 -12.511 -12.524
C 18.846 -16.721 -4.738
H 12.776 -18.579 -14.838
H 12.218 -19.408 -9.653
C 11.958 -20.263 -9.029
H 16.367 -19.010 -5.822
C 13.314 -20.623 -0.321
O 17.581 -17.445 -4.644
C 13.958 -11.471 -13.304
H 11.163 -19.097 -4.638
H 16.394 -9.481 -11.080
H 11.348 -20.280 -5.496
C 17.508 -10.112 -8.785
C 18.616 -10.143 -4.615
C 16.074 -10.346 -9.326
H 16.203 -14.483 -6.970
H 14.707 -11.843 -14.002
H 15.008 -14.151 -2.797
H 13.512 -17.189 -4.598
H 12.910 -15.117 -7.361
H 15.351 -15.064 -4.504
H 11.546 -18.499 -12.599
H 17.524 -17.935 -2.701
H 19.699 -17.356 -4.977
C 15.739 -15.458 -7.123
H 12.254 -20.832 -0.176
H 16.125 -12.508 -9.157
C 16.966 -11.798 -4.008
H 9.409 -19.290 -6.938
H 9.189 -17.439 -4.928
C 19.849 -10.526 -9.245
H 15.161 -16.973 -12.804
H 13.989 -17.683 -2.481
H 16.575 -16.119 -6.895
C 16.032 -20.433 -2.936
C 12.215 -11.889 -11.539
H 15.940 -20.116 -1.897
H 17.611 -10.640 -7.837
N 16.222 -19.874 -5.320
H 13.282 -18.750 -4.608
O 12.063 -19.903 -7.677
C 11.425 -18.682 -7.376
H 15.351 -18.674 -3.995
H 11.742 -13.861 -12.989
H 12.548 -15.546 -5.753
C 13.121 -17.215 -13.420
H 11.156 -16.619 -2.619
H 13.779 -21.409 -0.916
H 13.239 -10.866 -13.857
C 17.510 -18.448 -3.663
H 16.782 -15.453 -14.001
C 15.954 -14.748 -14.084
H 11.887 -14.034 -9.028
N 12.878 -17.895 -4.253
H 15.353 -10.155 -8.532
H 12.726 -20.108 -2.771
H 12.630 -11.114 -10.895
C 16.335 -15.591 -9.420
H 12.660 -21.069 -9.243
H 16.467 -11.965 -10.702

=====

Of all the structures shown, which is most stable? arrangement three, and arrangement one is the least stable.